(1)
{"formula": "CH5N3", "method": "wB97M-V/def2-TZVPD", "species": ["N", "C", "N", "N", "H", "H", "H", "H", "H"], "coordinates": [[0.87537, -0.53008, -0.96335], [-0.30784, -0.08145, -0.32647], [0.03973, 0.98012, 0.60934], [-1.37026, -0.77450, -0.25044], [0.80193, -1.52800, -1.09213], [1.64528, -0.24082, -0.38680], [-0.33945, 0.81149, 1.51806], [0.40878, 1.83759, 0.23870], [-1.75354, -0.47435, 0.65308]], "forces_ev_per_a": [[-1.464, 0.616, -0.635], [2.224, -0.295, 2.153], [-0.395, -1.533, -1.598], [0.556, 0.137, 0.576], [0.226, 0.030, -0.273], [0.243, -0.187, -0.169], [-0.133, 0.958, 0.213], [-0.162, 0.090, 0.546], [-1.094, 0.184, -0.813]], "energy_ha": -205.34594, "relative_energy_kcal_mol": 28.3, "e_lumo_ha": 0.0309, "homo_energy_ha": -0.33738, "smiles": "N=C(N)N", "homo_lumo_gap_ev": 10.0}


(2)
{"formula": "C30H43Cl3N5O3PdSi", "method": "wB97M-V/def2-TZVPD", "species": ["C", "C", "H", "H", "H", "C", "C", "H", "H", "H", "H", "Pd", "Cl", "Cl", "H", "H", "C", "C", "N", "H", "C", "O", "H", "H", "H", "H", "H", "H", "C", "C", "N", "H", "C", "O", "H", "H", "H", "H", "O", "C", "C", "C", "H", "C", "H", "C", "H", "C", "C", "H", "H", "H", "Si", "Cl", "C", "C", "C", "H", "H", "H", "H", "H", "H", "H", "H", "H", "N", "C", "C", "C", "C", "C", "C", "C", "N", "C", "C", "N", "C", "H", "H", "H", "H", "H", "H", "H"], "coordinates": [[3.10601, 4.79065, -0.40112], [1.61117, 4.55384, -0.42989], [3.40845, 5.53860, -1.14951], [3.61204, 3.85852, -0.65020], [3.39895, 5.12158, 0.60399], [0.71279, 5.63783, -0.32065], [1.04063, 7.03212, -0.66286], [-0.29071, 5.43513, 0.04657], [1.72165, 7.11056, -1.51995], [1.46420, 7.61854, 0.16454], [0.10914, 7.52316, -0.95672], [0.29229, -1.02319, -0.45027], [1.41730, -1.03254, 1.65439], [2.73261, -2.44409, -2.14441], [0.29935, -6.79005, -0.29180], [2.27155, -6.31242, 1.24612], [0.43928, -5.84585, -0.82563], [2.48462, -5.47876, 0.56396], [1.24548, -4.96386, -0.00478], [-0.52286, -5.37084, -1.03349], [0.94429, -3.67361, 0.08224], [-0.12224, -3.18249, -0.36158], [2.97648, -4.66741, 1.11844], [1.71151, -3.05317, 0.56369], [0.96078, -6.07361, -1.76777], [3.15839, -5.83923, -0.22742], [1.09864, 1.97885, -3.37408], [-1.51090, 3.65019, -2.74626], [0.25280, 1.68094, -4.00357], [-1.83899, 2.83088, -3.39073], [-0.97432, 1.67112, -3.22101], [0.43255, 0.70690, -4.45271], [-1.40695, 0.56803, -2.56555], [-0.74957, -0.49538, -2.39485], [-2.86536, 2.56279, -3.13799], [-2.45161, 0.68243, -2.19815], [0.13178, 2.43295, -4.78439], [-1.77121, 3.17142, -4.42645], [1.23101, 3.45784, -1.32072], [1.09981, 3.16359, 0.07805], [-1.43950, 3.31517, 0.19438], [-0.21103, 2.91203, 0.74768], [-1.45210, 3.69754, -0.83038], [-2.63227, 3.26142, 0.92891], [1.90525, 2.50296, 0.41481], [-0.30613, 2.23146, 2.00104], [-3.55960, 3.63660, 0.46865], [-2.65286, 2.77058, 2.23572], [-1.47703, 2.22489, 2.76090], [0.56515, 1.68184, 2.38206], [-3.57149, 2.78285, 2.82377], [-1.48725, 1.79117, 3.76440], [3.39618, -0.43644, -2.16373], [1.64388, 0.69279, -1.13161], [2.67451, -0.28664, -3.95682], [4.24312, -0.76449, -0.46046], [5.10595, 0.09292, -2.88761], [1.65592, -0.67709, -4.01647], [3.28566, -0.89563, -4.62055], [2.70096, 0.73862, -4.32969], [5.02529, 0.78879, -3.71879], [5.58942, -0.81249, -3.25258], [5.76086, 0.55846, -2.15090], [3.52565, -1.06586, 0.32226], [4.77580, 0.12270, -0.09548], [4.98469, -1.57155, -0.57606], [-5.02553, -6.57702, 6.49685], [-4.69971, -5.66336, 5.83869], [-4.26426, -4.55953, 5.01552], [-2.88800, -4.35007, 4.82724], [-2.44826, -3.33439, 3.98032], [-3.38252, -2.55868, 3.27951], [-4.75460, -2.70185, 3.52153], [-5.20101, -3.71358, 4.38793], [-2.90833, -1.73144, 2.24555], [-3.63761, -0.84016, 1.45270], [-2.77170, -0.37855, 0.49459], [-1.55151, -0.99861, 0.66673], [-1.64264, -1.76358, 1.73864], [-2.16425, -4.99381, 5.34361], [-1.37447, -3.16069, 3.87119], [-5.47731, -2.05144, 3.02440], [-6.27059, -3.86151, 4.57163], [-4.67584, -0.60471, 1.61700], [-2.93778, 0.34774, -0.28606], [-0.83392, -2.32930, 2.15153]], "forces_ev_per_a": [[-0.237, 0.055, -0.044], [0.263, -2.329, 0.792], [-0.086, -0.110, 0.270], [0.025, -0.003, 0.129], [0.097, 0.008, -0.295], [-0.919, 0.714, 0.197], [-0.188, 0.482, -0.423], [0.215, 0.048, -0.130], [0.026, -0.027, 0.219], [0.050, -0.081, -0.033], [0.099, 0.228, 0.049], [0.093, 1.079, -0.392], [0.436, 0.029, 1.522], [-0.128, -1.759, -0.300], [-0.156, 0.008, -0.040], [0.028, 0.146, -0.075], [0.217, -0.237, 0.081], [-0.130, 0.220, -0.229], [0.256, -0.895, -0.063], [0.265, -0.080, 0.053], [-1.219, 0.974, -0.673], [1.330, -2.181, 0.664], [-0.108, -0.296, -0.196], [-0.282, -0.147, 0.082], [-0.147, 0.137, 0.129], [-0.110, 0.127, 0.164], [-0.149, -0.243, -0.179], [-0.014, 0.026, -0.129], [0.163, 0.300, 0.327], [0.240, -0.289, 0.288], [-0.602, -0.406, -0.196], [-0.064, 0.148, 0.195], [1.354, -1.564, 0.039], [-2.010, 2.413, -1.255], [-0.020, 0.112, -0.032], [0.440, -0.057, -0.043], [0.021, -0.081, -0.092], [-0.239, -0.062, 0.065], [-0.933, 0.316, 0.621], [1.327, 0.904, -0.390], [0.180, 0.177, 0.054], [-1.241, -0.520, 0.377], [0.015, -0.036, 0.504], [-0.157, 0.066, -0.116], [-0.339, 0.312, 0.117], [0.832, 0.357, -0.303], [0.469, -0.219, 0.223], [0.300, 0.045, -0.266], [-0.123, 0.112, -0.416], [-0.225, 0.403, -0.172], [0.216, -0.021, -0.183], [0.115, -0.008, -0.411], [0.917, 0.066, -0.072], [2.013, 0.427, -1.368], [-0.821, 0.201, 0.318], [-0.560, 0.195, 0.763], [0.179, 0.683, 0.131], [0.080, 0.043, 0.008], [0.278, -0.114, 0.083], [0.040, 0.076, -0.059], [-0.016, 0.022, -0.298], [0.084, -0.188, -0.055], [0.136, -0.125, 0.100], [0.347, 0.100, -0.329], [-0.038, 0.023, -0.011], [-0.140, 0.206, -0.184], [0.674, 2.029, -1.429], [-0.637, -1.711, 1.264], [-0.128, 0.181, -0.189], [0.007, 0.265, -0.099], [-0.097, -0.441, 0.513], [0.121, -0.202, -0.299], [-0.181, -0.529, 0.469], [0.469, 0.234, -0.103], [-0.589, 0.497, 0.202], [0.208, 0.212, -0.369], [-0.115, -1.044, 1.002], [-1.225, -0.053, 1.438], [-0.382, 0.924, -1.420], [-0.366, 0.352, -0.257], [-0.499, -0.115, -0.042], [0.281, -0.337, 0.127], [0.473, 0.084, -0.119], [0.097, -0.067, 0.139], [-0.022, -0.126, 0.177], [0.171, -0.066, -0.114]], "total_charge": -1, "energy_ha": -3466.40490, "relative_energy_kcal_mol": 75.6, "e_lumo_ha": [0.0670, 0.0670], "homo_energy_ha": [-0.12164, -0.11724], "homo_lumo_gap_ev": [5.1, 5.0], "multiplicity": 3}